(1)
Computed, not measured: a structure of composition C15H40F2FeO5, with ωB97M-V/def2-TZVPD.

Its orbital gap (alpha / beta) is 7.27 / 5.42 eV. Its expectation value of S² is 8.76. Its largest force on an atom is 3.44 eV/Å. The HOMO energy (alpha / beta) comes out at -12.20 / -12.20 eV.

ORCA input file:
```
! wB97M-V def2-TZVPD RIJCOSX def2/J DEFGRID3
* xyz 1 6
Fe -1.6803 0.5335 1.4301
F -0.5119 1.6900 2.1241
F -0.6223 -0.0162 0.0444
O -0.9686 -1.0727 2.3929
O -1.9369 -0.7937 -2.9589
O 1.6337 4.1417 1.7308
O 2.1610 -0.1488 -0.4748
O -2.2800 2.1980 0.3697
C -4.0399 3.5686 -0.5603
C -3.0997 2.4083 -0.8321
C 2.6376 -1.4202 1.5080
C 2.5088 3.6741 0.7008
C 2.4397 -1.4757 0.0105
C -2.1809 2.5882 -2.0109
C 3.6518 -1.9864 -0.7377
C -1.4316 -2.4759 2.4385
C -1.2734 -3.0305 -2.3164
C -2.2561 -2.7419 3.6762
C -1.1512 -1.9214 -3.3799
C 3.3772 2.5391 1.1891
C -0.2638 -3.4092 2.2705
C 1.6768 3.2923 -0.5204
C 0.3115 -1.5093 -3.4680
H 0.9419 -2.1908 -4.0394
H -2.9608 -1.9380 3.9027
H -0.9727 -3.9816 -2.7650
H 0.4558 -3.3392 3.0860
H 4.5780 -1.5386 -0.3796
H 3.8330 1.9128 0.4183
H -2.7575 2.6877 -2.9281
H -4.7311 3.6587 -1.3973
H 1.7133 -1.1468 2.0198
H -1.5835 -0.6135 -2.0806
H 3.1310 -2.3291 1.8620
H -0.5912 -2.7963 -1.4949
H 1.5402 -2.0386 -0.2728
H 1.2178 0.0380 -0.4943
H 0.9154 2.5477 -0.2531
H -0.6567 -4.4301 2.2544
H 0.3792 -0.5502 -3.9886
H 4.1478 2.7769 1.9232
H -1.9283 3.0544 0.6537
H -2.7095 -3.7283 3.6682
H 3.7079 -3.0746 -0.6678
H -1.4176 1.8178 -2.0886
H 3.5538 -1.7615 -1.7994
H -1.5679 -2.3380 -4.2942
H -2.0957 -2.5509 1.5717
H -1.6332 3.5297 -1.8887
H 2.3486 2.8390 -1.2511
H -4.6505 3.4247 0.3317
H -3.7605 1.5480 -0.9624
H 0.7392 -1.3499 -2.4761
H -2.2915 -3.2126 -1.9693
H 2.7873 1.7645 1.7077
H 1.0831 3.3625 1.8715
H -3.4780 4.4965 -0.4214
H 0.1925 -3.3445 1.2827
H 1.1116 4.1011 -0.9838
H -0.2413 -0.9935 3.0284
H 3.3485 -0.6380 1.7882
H -1.6332 -2.7067 4.5809
H 3.2331 4.4000 0.3192
*
```

***

(2)
Computed, not measured: a structure of composition C15H40F6N10O18PS3, with ωB97M-V/def2-TZVPD.

Its orbital gap is 9.32 eV. Its largest force on an atom is 2.46 eV/Å. The HOMO energy comes out at -7.60 eV.

ORCA input file:
```
! wB97M-V def2-TZVPD RIJCOSX def2/J DEFGRID3
* xyz -1 1
S -2.0394 -1.7632 -5.3308
S -1.2637 -0.2125 6.2112
S -6.3617 0.5264 0.0967
P 0.2795 -0.1876 -0.1978
F -0.0525 0.7351 1.1186
F -1.1064 -0.9951 0.0380
F 1.0398 -1.2644 0.7198
F -0.5047 0.9511 -1.0294
F 1.6830 0.6170 -0.3464
F 0.4727 -1.1088 -1.5033
O -2.5795 -2.4017 -6.4715
O 3.2721 1.5300 -3.0721
O 3.8085 -4.3893 -0.7459
O -0.2429 -4.1325 3.1943
O -5.2932 1.3474 0.9447
O -1.8013 0.2848 7.4174
O -7.0799 -0.3428 0.9612
O -7.1010 1.3553 -0.7779
O 0.0649 4.8642 -4.4372
O -0.4419 -1.8749 -5.2878
O -5.3067 -0.3317 -0.7464
O -2.1011 -0.1713 -5.4880
O -0.0806 0.6908 5.6357
O -0.8552 -1.5731 6.1403
O 4.0198 1.0937 3.8979
O -2.3015 0.1227 5.0303
O -2.5391 -2.1490 -4.0555
O 0.6353 4.8251 1.7711
N -0.4094 5.5792 -0.1304
N 5.5372 1.1026 -3.0411
N 1.6720 -3.6881 -1.1480
N 1.2200 3.9720 -0.2511
N 3.3633 -0.4901 2.4260
N 3.4267 -2.3651 -1.7430
N 4.2958 0.8798 -1.1475
N 0.4674 3.0150 -3.1968
N 2.4202 1.6174 2.3471
N 2.2090 4.0892 -4.2070
C -2.3306 -3.5880 2.2437
C -0.9202 -3.0820 2.5114
C 0.8582 4.0016 -4.0887
C -0.1407 0.6520 4.2156
C 0.1599 -0.5681 -5.2262
C -2.5776 -4.4821 3.4709
C 0.4718 4.7775 0.5617
C -3.9820 0.8063 0.8832
C -1.1787 -4.9900 3.8335
C 4.2779 1.1376 -2.4905
C 3.0346 -3.5659 -1.1965
C -1.6220 0.4846 3.8145
C -0.9788 0.3629 -4.7927
C 3.2934 0.7606 2.9730
C -3.9777 -0.2328 -0.2155
H 0.9533 -0.4983 -4.4885
H -3.7518 -1.2691 0.0400
H -3.3534 -5.2278 3.2924
H -3.1146 -2.8322 2.2379
H -2.9708 -3.9068 4.3142
H 0.8364 3.7465 -1.1561
H 5.0720 0.3891 -0.7438
H 2.7109 3.3407 -3.7527
H -0.4773 5.4674 -1.1275
H -0.5166 2.8155 -3.2025
H -0.9840 -6.0247 3.5357
H -0.4421 -2.8503 1.5684
H -1.0469 -4.9618 4.9195
H 6.3015 1.0579 -2.3939
H 2.6977 -1.7281 -2.0089
H 0.5836 -0.0756 3.8516
H 1.0856 2.3087 -2.8269
H 0.1404 1.6003 3.7625
H 4.3971 -2.2146 -1.9295
H -2.3481 -4.2413 1.3704
H 1.8187 1.1999 1.6559
H -3.6603 0.4344 1.8633
H 5.6736 1.3013 -4.0125
H -1.8110 -0.3468 3.1388
H 2.4372 2.5807 2.6254
H 1.0475 -2.8983 -1.1410
H -0.9685 -2.2326 3.2022
H 3.3972 0.9637 -0.6810
H -1.1825 5.9153 0.4135
H 0.4192 -0.3736 -6.2664
H -3.2013 1.5719 0.8228
H -1.0621 0.2403 -3.7096
H -3.2686 -0.0333 -1.0182
H 2.7993 -0.8470 1.6735
H 1.8993 3.3763 0.1825
H 2.6079 4.9013 -4.6328
H -2.0102 1.4288 3.4424
H 3.9269 -1.1405 2.9426
H -0.7458 1.3980 -5.0156
H 1.2980 -4.5666 -0.8410
*
```

***

(3)
Computed, not measured: a cluster of 3 separate species, C15H40N4O6 in total, with ωB97M-V/def2-TZVPD.

Its orbital gap is 9.71 eV. Its largest force on an atom is 5.26 eV/Å. The HOMO energy comes out at -9.05 eV. Its SMILES is CCN[C@@H](N)OC[C@H](COO)OC.COC[C@@H](C)N.COC[C@@H](C)N.

ORCA input file:
```
! wB97M-V def2-TZVPD RIJCOSX def2/J DEFGRID3
* xyz 0 1
O -2.8101 -2.9492 1.6278
O -3.1696 -6.4458 -1.7096
O 3.8203 -0.3844 -1.2700
O -4.2925 -6.0341 -1.1529
O 0.6570 5.6277 -0.6982
O -3.9038 -2.3126 -0.9205
N 0.2766 3.0576 0.5469
N -0.3105 -3.1032 1.9031
N -1.8222 -3.0638 3.8134
N 3.6876 2.3612 -0.4073
C -4.5319 -1.0989 -0.3766
C -4.4567 -3.5436 -0.3317
C 0.2633 4.2755 1.3700
C 4.9944 1.7016 -0.5414
C 1.0102 5.4378 0.6756
C -0.5375 6.3676 -0.8986
C -0.1477 -3.0983 0.4011
C 5.6677 2.1883 -1.8214
C -3.5528 -4.0535 0.9373
C -1.1792 4.6114 1.7372
C 0.3034 -1.5748 -0.0290
C -4.5251 -4.6476 -1.5850
C 4.1687 -0.5566 -2.6351
C 4.8646 0.1630 -0.4589
C -1.6819 -3.5489 2.3550
H -5.5678 -3.4472 0.0505
H 3.9377 0.3502 -3.1961
H -3.7432 -0.5920 0.3621
H 5.8189 -0.3347 -0.6666
H -5.6031 -4.6288 -2.0921
H 1.2284 -1.6133 -0.7616
H -1.2463 5.5994 2.2042
H 0.7853 -3.7963 0.1405
H -1.5699 3.8800 2.4558
H 0.6950 -1.0596 0.9744
H -1.3951 5.6934 -0.9168
H -5.4993 -1.2783 0.2567
H -0.0541 3.3201 -0.3869
H 3.5501 -1.3608 -3.0439
H 3.0551 1.9192 -1.0817
H 5.0047 2.1470 -2.6905
H -3.7744 -4.3149 -2.4462
H -0.6757 7.1446 -0.1411
H 6.5624 1.5978 -2.0443
H -2.3731 -6.1670 -1.1580
H -2.7126 -4.7612 0.4882
H 5.6267 2.0217 0.2958
H 5.9816 3.2341 -1.7131
H -4.1705 -4.6975 1.7209
H 2.0800 5.1948 0.6719
H 0.7916 4.0608 2.3070
H -0.4780 6.8481 -1.8796
H 0.3399 -3.8780 2.2353
H -1.7406 -4.7381 2.4382
H -2.3547 -2.1660 3.7243
H -1.0485 -3.5342 -0.2039
H 4.5998 -0.0967 0.5736
H -0.5737 -0.9018 -0.4265
H -4.7518 -0.2794 -1.2065
H -1.8508 4.5943 0.8739
H 5.2200 -0.8302 -2.7631
H -2.3286 -3.7722 4.3920
H 0.9091 6.3747 1.2356
H 1.2459 2.7811 0.3888
H 3.2868 2.1106 0.4970
*
```